[1]
DFT (ωB97M-V/def2-TZVPD) results for the molecule C28H31N3O6.

The geometry in XYZ format:
```
68
C28H31N3O6 (ωB97M-V/def2-TZVPD)
C 0.29 2.51 4.86
C -0.53 3.73 4.47
H 0.05 4.36 3.80
H -0.78 4.31 5.36
C -1.85 3.34 3.79
N -1.68 2.68 2.53
C -1.94 1.35 2.35
O -2.23 0.56 3.22
C -1.80 1.10 0.89
C -1.90 -0.08 0.19
C -1.69 -0.04 -1.19
C -1.40 1.17 -1.82
C -1.30 2.35 -1.11
C -1.50 2.30 0.26
C -1.45 3.41 1.29
N -0.26 4.21 1.30
C 1.02 3.72 1.10
C 1.37 2.39 1.30
C 2.69 2.00 1.14
C 3.69 2.89 0.77
C 3.34 4.23 0.56
C 2.02 4.62 0.73
H 1.74 5.65 0.57
O 4.33 5.11 0.17
C 4.01 6.47 0.00
H 3.62 6.91 0.93
H 4.94 6.95 -0.27
H 3.28 6.61 -0.80
O 4.93 2.32 0.63
C 6.09 3.12 0.66
H 6.10 3.78 1.52
H 6.20 3.71 -0.25
H 6.92 2.41 0.73
H 2.97 0.97 1.29
H 0.64 1.66 1.59
H -0.38 5.17 1.02
H -2.30 4.10 1.13
H -1.06 3.28 -1.61
H -1.26 1.16 -2.89
C -1.80 -1.26 -2.06
O -2.19 -1.19 -3.21
N -1.39 -2.40 -1.44
C -1.37 -3.71 -1.94
C -1.86 -4.06 -3.19
C -1.81 -5.38 -3.61
C -1.27 -6.37 -2.80
C -0.77 -6.02 -1.53
C -0.82 -4.70 -1.12
H -0.44 -4.41 -0.15
O -0.25 -7.04 -0.80
C 0.27 -6.76 0.48
H -0.50 -6.36 1.15
H 1.11 -6.06 0.43
H 0.62 -7.72 0.87
O -1.17 -7.69 -3.13
C -1.66 -8.10 -4.38
H -1.48 -9.17 -4.43
H -2.73 -7.90 -4.48
H -1.12 -7.61 -5.20
H -2.20 -5.62 -4.58
H -2.28 -3.30 -3.83
H -1.02 -2.31 -0.51
H -2.17 -0.99 0.71
H -2.47 4.23 3.64
H -2.39 2.64 4.43
H 1.19 2.82 5.39
H -0.29 1.86 5.51
H 0.58 1.95 3.98
```

## Properties
Energy ... -46294.198 eV
Energy relative to the best compared isomer or geometry (same formula, charge and spin) ... 28.5 kcal per mole
Orbital gap ... 7.8 eV
SMILES ... CCCN1C(=O)c2cc(C(=O)Nc3ccc(OC)c(OC)c3)ccc2[C@@H]1Nc1ccc(OC)c(OC)c1
F_max ... 0.67 eV/Å
LUMO ... 0.259 eV

Let us look at the natural (NBO) charges, expressed in e, one per atom:
1 C -0.61
2 C -0.40
3 H 0.21
4 H 0.20
5 C -0.22
6 N -0.44
7 C 0.67
8 O -0.61
9 C -0.16
10 C -0.18
11 C -0.06
12 C -0.16
13 C -0.21
14 C 0.01
15 C 0.12
16 N -0.64
17 C 0.24
18 C -0.31
19 C -0.20
20 C 0.22
21 C 0.26
22 C -0.35
23 H 0.21
24 O -0.51
25 C -0.25
26 H 0.18
27 H 0.20
28 H 0.17
29 O -0.50
30 C -0.24
31 H 0.17
32 H 0.18
33 H 0.19
34 H 0.23
35 H 0.22
36 H 0.39
37 H 0.21
38 H 0.22
39 H 0.24
40 C 0.65
41 O -0.60
42 N -0.59
43 C 0.14
44 C -0.25
45 C -0.28
46 C 0.23
47 C 0.34
48 C -0.34
49 H 0.21
50 O -0.49
51 C -0.25
52 H 0.17
53 H 0.17
54 H 0.20
55 O -0.48
56 C -0.25
57 H 0.20
58 H 0.17
59 H 0.17
60 H 0.22
61 H 0.25
62 H 0.40
63 H 0.23
64 H 0.19
65 H 0.23
66 H 0.21
67 H 0.21
68 H 0.21



[2]
DFT (ωB97M-V/def2-TZVPD) results for a 6-piece molecular cluster, C28H31N5O overall at a distorted geometry.

The geometry in XYZ format:
```
65
C28H31N5O (ωB97M-V/def2-TZVPD)
N -13.56 -1.62 -29.79
C -12.74 -2.68 -30.10
C -12.73 -3.94 -29.48
C -13.73 -4.21 -28.57
C -14.63 -3.18 -28.21
C -14.51 -1.93 -28.83
H -11.96 -2.39 -30.78
H -12.04 -4.73 -29.74
H -13.81 -5.25 -28.31
H -15.46 -3.39 -27.56
H -15.09 -1.08 -28.52
N -17.94 -4.29 -19.39
C -17.49 -4.62 -18.15
C -16.16 -4.91 -17.86
C -15.34 -5.03 -18.96
C -15.79 -4.79 -20.27
C -17.11 -4.27 -20.42
H -18.26 -4.43 -17.43
H -15.78 -5.08 -16.86
H -14.33 -5.42 -18.96
H -14.99 -4.69 -21.00
H -17.56 -4.07 -21.38
N -18.38 4.59 -20.33
C -18.56 3.25 -20.39
C -18.04 2.39 -19.41
C -17.07 2.86 -18.54
C -16.72 4.23 -18.57
C -17.42 5.04 -19.43
H -19.06 2.95 -21.30
H -18.32 1.34 -19.49
H -16.63 2.06 -17.96
H -15.87 4.56 -17.99
H -17.33 6.12 -19.49
N -9.37 -4.41 -10.33
C -8.18 -3.97 -10.87
C -8.04 -3.35 -12.07
C -9.13 -3.27 -12.92
C -10.35 -3.82 -12.46
C -10.43 -4.46 -11.21
H -7.37 -3.96 -10.15
H -7.13 -2.84 -12.35
H -8.93 -2.70 -13.82
H -11.24 -3.93 -13.07
H -11.34 -4.99 -10.96
N -26.19 -1.78 -25.02
C -24.85 -1.97 -24.92
C -24.15 -2.07 -23.68
C -24.85 -2.15 -22.50
C -26.25 -2.06 -22.59
C -26.85 -1.71 -23.81
H -24.31 -2.10 -25.85
H -23.12 -2.34 -23.80
H -24.33 -2.25 -21.55
H -26.91 -2.18 -21.75
H -27.92 -1.54 -23.84
C -19.77 -3.67 -10.85
C -19.40 -4.90 -11.72
O -18.24 -5.13 -11.95
C -20.50 -5.61 -12.49
H -18.90 -3.36 -10.28
H -20.57 -3.89 -10.13
H -20.25 -2.86 -11.39
H -21.25 -4.89 -12.81
H -21.04 -6.34 -11.89
H -20.10 -6.22 -13.30
```

## Properties
Energy ... -39033.112 eV
Energy relative to the best compared isomer or geometry (same formula, charge and spin) ... 110.9 kcal per mole
Orbital gap ... 10.0 eV
SMILES ... c1ccncc1.c1ccncc1.c1ccncc1.c1ccncc1.c1ccncc1.CC(C)=O
F_max ... 3.37 eV/Å
LUMO ... 0.488 eV

Let us look at the natural (NBO) charges, expressed in e, one per atom:
1 N -0.40
2 C 0.03
3 C -0.27
4 C -0.17
5 C -0.27
6 C 0.02
7 H 0.19
8 H 0.22
9 H 0.22
10 H 0.22
11 H 0.20
12 N -0.43
13 C 0.03
14 C -0.26
15 C -0.17
16 C -0.26
17 C 0.04
18 H 0.20
19 H 0.23
20 H 0.21
21 H 0.22
22 H 0.19
23 N -0.41
24 C 0.04
25 C -0.26
26 C -0.17
27 C -0.27
28 C 0.02
29 H 0.20
30 H 0.22
31 H 0.22
32 H 0.22
33 H 0.20
34 N -0.40
35 C 0.02
36 C -0.26
37 C -0.17
38 C -0.26
39 C 0.03
40 H 0.19
41 H 0.22
42 H 0.22
43 H 0.22
44 H 0.20
45 N -0.41
46 C 0.03
47 C -0.27
48 C -0.17
49 C -0.26
50 C 0.02
51 H 0.19
52 H 0.22
53 H 0.22
54 H 0.22
55 H 0.20
56 C -0.73
57 C 0.59
58 O -0.54
59 C -0.72
60 H 0.24
61 H 0.22
62 H 0.23
63 H 0.23
64 H 0.24
65 H 0.24



[3]
DFT (ωB97M-V/def2-TZVPD) results for a 2-piece molecular cluster, C28H32BrClIN4OS overall at a distorted geometry.

The geometry in XYZ format:
```
69
C28H32BrClIN4OS (ωB97M-V/def2-TZVPD)
C 1.03 3.84 -3.28
C 0.53 3.00 -2.58
C -0.14 2.00 -1.80
C 0.04 0.67 -2.23
C 0.86 0.41 -3.47
C -0.53 -0.36 -1.50
C -1.28 -0.04 -0.38
C -1.48 1.27 0.05
C -2.31 1.50 1.29
C -3.82 1.75 0.94
C -4.30 2.93 1.74
N -4.52 4.14 1.08
O -4.45 2.83 2.94
C -0.90 2.33 -0.67
C -1.11 3.74 -0.19
C -1.52 4.81 -1.25
C -0.45 5.90 -1.37
N -0.57 6.64 -2.64
S -1.98 -1.43 0.49
C -0.61 -2.54 0.39
C -0.21 -3.33 1.46
C -0.91 -3.28 2.78
C -0.04 -2.55 3.85
N -0.39 -1.16 4.07
C 0.90 -4.17 1.28
C 1.32 -4.97 2.40
C 1.94 -5.59 3.23
C 1.60 -4.22 0.07
C 2.81 -5.10 -0.08
C 4.15 -4.34 -0.22
C 5.30 -5.16 0.37
I 4.18 -2.42 0.74
C 1.15 -3.42 -0.97
Br 2.03 -3.49 -2.66
C 0.06 -2.57 -0.84
N -0.39 -1.73 -1.86
H 1.63 4.64 -3.64
H 0.23 0.54 -4.35
H 1.28 -0.59 -3.51
H 1.68 1.12 -3.58
H -2.26 0.66 1.97
H -1.91 2.35 1.83
H -3.89 1.93 -0.14
H -4.38 0.87 1.23
H -4.39 4.06 0.08
H -5.44 4.51 1.32
H -1.87 3.78 0.59
H -0.19 4.06 0.31
H -2.43 5.30 -0.90
H -1.65 4.33 -2.21
H -0.43 6.54 -0.49
H 0.50 5.38 -1.38
H -0.81 7.61 -2.45
H 0.35 6.70 -3.06
H -1.84 -2.72 2.70
H -1.17 -4.28 3.13
H 1.01 -2.58 3.58
H -0.13 -3.08 4.80
H 0.14 -0.52 3.50
H -1.38 -0.98 4.00
H 2.18 -6.30 3.98
H 2.91 -5.76 0.78
H 2.65 -5.74 -0.95
H 4.37 -4.22 -1.27
H 6.22 -4.59 0.27
H 5.16 -5.36 1.43
H 5.43 -6.09 -0.20
H 0.22 -1.80 -2.67
Cl 2.25 4.36 -5.91
```

## Properties
Energy ... -139063.952 eV
Orbital gap ... 6.0 eV
F_max ... 1.28 eV/Å
LUMO ... 1.919 eV
Net charge ... -1

Let us look at the natural (NBO) charges, expressed in e, one per atom:
1 C -0.09
2 C -0.16
3 C -0.11
4 C 0.07
5 C -0.66
6 C 0.09
7 C -0.12
8 C -0.04
9 C -0.42
10 C -0.51
11 C 0.69
12 N -0.84
13 O -0.60
14 C 0.01
15 C -0.43
16 C -0.41
17 C -0.22
18 N -0.83
19 S 0.25
20 C -0.22
21 C 0.13
22 C -0.47
23 C -0.21
24 N -0.85
25 C -0.19
26 C -0.01
27 C -0.24
28 C 0.02
29 C -0.47
30 C -0.28
31 C -0.63
32 I 0.08
33 C -0.10
34 Br 0.05
35 C 0.15
36 N -0.59
37 H 0.27
38 H 0.24
39 H 0.19
40 H 0.27
41 H 0.23
42 H 0.22
43 H 0.21
44 H 0.24
45 H 0.38
46 H 0.39
47 H 0.21
48 H 0.22
49 H 0.18
50 H 0.23
51 H 0.16
52 H 0.20
53 H 0.34
54 H 0.37
55 H 0.22
56 H 0.22
57 H 0.20
58 H 0.18
59 H 0.37
60 H 0.36
61 H 0.23
62 H 0.24
63 H 0.23
64 H 0.22
65 H 0.22
66 H 0.21
67 H 0.21
68 H 0.40
69 Cl -0.95